(1)
2 unconnected molecules or ions with the total composition C6H12O, computed with ωB97M-V/def2-TZVPD.

orbital gap: 0.36990 hartree
E_LUMO: 1.00 eV
SMILES string: CC(C)=CCC=O.[H][H]
electronic energy: -8462.4845 eV
M: 100.161 g mol⁻¹
ΔE to the lowest compared entry with this formula, charge and spin: 180.4 kJ/mol
HOMO level: -9.07 eV

The geometry in XYZ format:
```
19
Properties=species:S:1:pos:R:3:lowdin_charge:R:1
C 1.82025 1.23551 -0.52920 -0.073
C 0.73765 0.19101 -0.48179 -0.369
C 1.15496 -1.16080 0.04522 -0.067
C -0.50310 0.46856 -0.89471 -0.095
C -1.67156 -0.49163 -0.83316 -0.159
C -2.31002 -0.33314 0.52786 -0.282
O -2.21794 -1.14407 1.41996 0.019
H 1.43866 2.20038 -0.87651 0.075
H 2.25633 1.37555 0.46848 0.075
H 2.63885 0.92913 -1.19285 0.084
H 0.33770 0.72271 2.39188 0.050
H 1.94166 -1.05276 0.80006 0.077
H 1.56700 -1.78212 -0.76096 0.090
H 0.32380 -1.70156 0.50597 0.065
H -0.72161 1.47346 -1.25467 0.108
H -2.40301 -0.24752 -1.61308 0.114
H -1.36293 -1.53314 -0.95550 0.114
H -2.83774 0.63192 0.69060 0.127
H -0.18896 0.21853 2.54241 0.046
```

(2)
A single CCl2O2S molecule, computed with ωB97M-V/def2-TZVPD.

orbital gap: 0.35435 hartree
E_LUMO: -0.26 eV
electronic energy: -41010.7493 eV
M: 146.982 g mol⁻¹
ΔE to the lowest compared entry with this formula, charge and spin: 2.4 kJ/mol
HOMO level: -9.90 eV

The geometry in XYZ format:
```
6
Properties=species:S:1:pos:R:3:lowdin_charge:R:1
C 0.93130 0.01763 0.33150 -1.017
O -1.09279 -0.58218 -1.57653 -0.568
O 1.47432 -0.25180 1.35900 -0.003
S -0.91626 -0.83670 -0.15727 0.529
Cl 1.48471 1.08525 -0.81519 0.772
Cl -1.88128 0.56781 0.85848 0.287
```

(3)
2 unconnected molecules or ions with the total composition C4H11NO, computed with ωB97M-V/def2-TZVPD.

orbital gap (spin up / spin down): 0.11673 / 0.30572 hartree
E_LUMO (spin up / spin down): 4.23 / 3.99 eV
electronic energy: -7861.3907 eV
spin multiplicity: 2
M: 89.138 g mol⁻¹
ΔE to the lowest compared entry with this formula, charge and spin: 108.4 kJ/mol
HOMO level (spin up / spin down): 1.05 / -4.33 eV
⟨S²⟩: 0.75
net charge: -1

The geometry in XYZ format:
```
17
Properties=species:S:1:pos:R:3:lowdin_spin:R:1
C -0.65253 -1.47587 0.14891 0.083
C -0.70204 -0.01021 -0.46665 0.042
C -0.61215 0.99930 0.44503 0.111
N -0.05621 0.62589 1.70993 0.034
C -1.16406 0.11523 -1.89568 0.085
H -1.24451 -2.20143 -0.45513 0.008
H 0.42533 -1.70130 0.16965 0.052
H -1.03133 -1.57957 1.16021 0.005
H -0.96109 2.01343 0.59572 0.013
H 0.91893 0.34559 1.56742 0.035
H 0.02121 1.39016 2.33187 0.017
H -2.25612 -0.18769 -2.13457 0.005
H -1.29504 1.14323 -2.10894 0.010
H -0.56355 -0.47901 -2.60125 0.021
H 2.95542 -0.47946 0.44789 0.102
H 3.02398 1.11373 0.21938 0.114
O 3.19376 0.36798 0.86620 0.263
```

(4)
A single C7H4N4 molecule, computed with ωB97M-V/def2-TZVPD.

orbital gap: 0.33311 hartree
E_LUMO: -0.65 eV
SMILES string: N#Cc1cn2ccncc2n1
electronic energy: -13280.2501 eV
M: 144.137 g mol⁻¹
ΔE to the lowest compared entry with this formula, charge and spin: 276.5 kJ/mol
HOMO level: -9.71 eV

The geometry in XYZ format:
```
15
Properties=species:S:1:pos:R:3:lowdin_charge:R:1
C 3.04897 -0.18388 -0.03190 -0.129
C 1.68651 -0.17125 0.07159 -0.287
C 0.75493 -1.17919 0.29167 0.024
C -1.83058 -1.18575 -0.26288 -0.125
C -2.88398 -0.53602 0.05144 -0.128
C -1.53973 1.46318 0.07068 -0.026
C -0.29942 0.66708 -0.09623 -0.230
H 0.86920 -2.15154 0.09123 0.084
H -1.91109 -2.29602 -0.15770 0.146
H -3.86654 -0.89975 -0.30174 0.126
H -1.52492 2.57331 0.05417 0.120
N 4.20718 0.25890 -0.10677 0.164
N -0.57962 -0.78470 0.05382 0.043
N -2.74300 0.87214 0.04621 0.055
N 0.94589 1.01494 -0.02927 0.163
```